# 1
DFT (wB97M-V/def2-TZVPD) results for a gas-phase ion, C5H12N6 (charge +2).

Computed properties:
Total charge: +2
HOMO-LUMO gap (eV): 9.38
SMILES: C=N[C@@]1(N)NC(=[NH2+])NC(C)=[NH+]1
DFT total energy (Ha): -525.6269

Each line ends with the natural charge from an NBO analysis.
Atoms and positions in Å:
C: -0.475 2.142 2.177  0.03
N: -0.734 1.401 1.207  -0.44
C: 0.418 0.985 0.393  0.54
N: 1.413 1.941 0.110  -0.84
N: 1.007 -0.265 0.881  -0.59
C: 0.553 -1.461 0.522  0.71
N: 1.074 -2.464 1.232  -0.69
N: -0.271 -1.645 -0.561  -0.57
C: -0.683 -0.556 -1.288  0.62
C: -1.560 -0.855 -2.468  -0.70
N: -0.293 0.648 -0.880  -0.50
H: 0.414 2.597 2.537  0.20
H: -1.428 2.543 2.636  0.23
H: 1.256 2.923 0.285  0.43
H: 1.760 1.832 -0.844  0.41
H: 1.874 -0.013 1.302  0.47
H: 1.617 -2.136 2.023  0.45
H: 0.565 -3.323 1.230  0.44
H: -0.384 -2.643 -0.808  0.48
H: -1.697 0.073 -2.927  0.26
H: -2.396 -1.451 -2.073  0.30
H: -1.212 -1.618 -3.307  0.32
H: -0.818 1.347 -1.378  0.46

---

# 2
DFT (wB97M-V/def2-TZVPD) results for a molecular structure, C13H26NO4P2Pd.

Computed properties:
Total charge: +1
HOMO-LUMO gap (alpha / beta) (eV): 6.65 / 6.03
DFT total energy (Ha): -1677.0063
Expectation value of S²: 2.006
Multiplicity: 3

Each line ends with the natural charge from an NBO analysis.
Atoms and positions in Å:
Pd: -0.378 -0.944 0.700  0.42
P: 0.011 0.867 1.994  1.03
C: -0.394 2.365 1.001  -0.78
C: 0.378 2.332 -0.307  0.24
N: 0.414 1.117 -0.854  -0.52
C: 0.938 0.921 -2.063  0.23
C: 1.560 1.967 -2.767  -0.24
C: 1.577 3.250 -2.210  -0.14
C: 0.988 3.431 -0.953  -0.24
C: 0.847 -0.504 -2.580  -0.76
P: -0.358 -1.412 -1.518  1.15
H: 0.955 4.400 -0.459  0.23
H: 2.029 1.724 -3.720  0.23
H: 2.031 4.074 -2.741  0.24
H: 0.507 -0.503 -3.626  0.25
H: 1.822 -1.017 -2.513  0.28
H: -1.496 2.229 0.797  0.31
H: -0.189 3.282 1.567  0.24
H: -3.716 0.388 0.177  0.51
O: -3.156 1.194 0.412  -1.01
H: -3.645 1.995 0.128  0.48
H: -3.410 -1.748 0.191  0.49
O: -4.083 -1.115 -0.172  -0.95
H: -4.872 -1.655 -0.398  0.51
C: -1.916 -0.948 -2.316  -0.98
H: -1.809 -1.081 -3.400  0.24
H: -2.724 -1.551 -1.890  0.25
H: -2.141 0.094 -2.077  0.27
C: -0.123 -3.165 -1.879  -0.97
H: -0.906 -3.707 -1.338  0.25
H: -0.183 -3.334 -2.961  0.26
H: 0.846 -3.481 -1.479  0.27
C: 1.626 1.159 2.745  -0.97
H: 1.575 2.110 3.306  0.25
H: 1.864 0.321 3.415  0.27
H: 2.412 1.201 1.985  0.26
C: -1.124 1.072 3.398  -0.95
H: -1.090 0.138 3.963  0.25
H: -0.775 1.918 4.007  0.24
H: -2.139 1.226 3.014  0.27
C: 2.976 -3.088 2.093  -0.29
O: 1.803 -2.229 2.119  -0.54
C: 1.475 -1.707 0.913  0.50
O: 2.241 -1.658 -0.041  -0.66
H: 3.212 -3.263 3.139  0.20
H: 3.821 -2.622 1.576  0.21
H: 2.722 -4.045 1.621  0.19

---

# 3
DFT (wB97M-V/def2-TZVPD) results for a molecular structure, C3H7CuMgO3.

Computed properties:
Total charge: 0
HOMO-LUMO gap (alpha / beta) (eV): 8.17 / 6.49
DFT total energy (Ha): -2184.6597
Expectation value of S²: 2.022
Multiplicity: 3

Each line ends with the natural charge from an NBO analysis.
Atoms and positions in Å:
O: 2.116 0.322 1.227  -1.08
C: 2.662 1.066 0.186  -0.08
C: 1.578 1.755 -0.638  -0.10
O: 0.567 0.774 -0.914  -0.66
C: -0.473 1.218 -1.772  -0.26
Mg: 0.459 -0.449 0.734  1.31
H: 3.259 0.428 -0.498  0.15
H: 3.342 1.858 0.552  0.17
H: 1.974 2.143 -1.589  0.19
H: 1.110 2.579 -0.075  0.18
H: -1.283 0.461 -1.744  0.22
H: -0.091 1.325 -2.797  0.19
Cu: -2.108 -1.815 0.528  0.37
O: -3.652 -2.106 -0.169  -0.76
H: -0.874 2.180 -1.420  0.19

---

# 4
DFT (wB97M-V/def2-TZVPD) results for 15 unconnected molecules or ions with the total composition C31H62Br28O3.

Computed properties:
Total charge: 0
HOMO-LUMO gap (eV): 10.04
DFT total energy (Ha): -73516.5092

Each line ends with the Löwdin charge.
Atoms and positions in Å:
Br: 24.175 15.449 11.650  0.63
C: 22.836 16.138 12.847  -0.70
C: 22.626 15.178 14.083  -0.59
Br: 20.980 15.699 15.114  0.57
H: 21.873 16.161 12.289  0.01
H: 23.110 17.154 13.204  0.06
H: 23.530 15.298 14.710  0.07
H: 22.545 14.118 13.929  0.01
Br: 18.756 17.321 11.758  0.66
C: 18.031 17.735 13.472  -0.75
C: 16.711 18.462 13.314  -0.61
Br: 16.197 19.442 15.007  0.57
H: 18.843 18.352 13.946  0.06
H: 18.032 16.844 14.105  0.02
H: 15.892 17.778 13.215  0.01
H: 16.847 19.199 12.466  0.07
Br: 11.817 18.035 15.865  0.69
C: 10.387 17.451 16.977  -0.73
C: 10.749 17.135 18.385  -0.72
Br: 9.525 15.909 19.218  0.71
H: 10.014 16.572 16.496  0.00
H: 9.618 18.179 16.907  0.05
H: 11.024 17.956 19.069  0.06
H: 11.795 16.624 18.452  0.03
Br: 18.386 12.725 20.684  0.72
C: 19.437 14.151 19.956  -0.70
C: 20.860 14.202 20.438  -0.69
Br: 21.023 14.642 22.295  0.66
H: 18.888 15.000 20.308  -0.01
H: 19.333 13.901 18.898  0.02
H: 21.288 14.986 19.836  0.01
H: 21.400 13.286 20.248  0.06
Br: 16.973 8.831 17.167  0.65
C: 16.623 10.292 18.366  -0.72
C: 16.335 11.529 17.608  -0.62
Br: 17.847 12.313 16.505  0.64
H: 17.436 10.437 19.082  0.02
H: 15.833 9.989 19.020  0.05
H: 16.180 12.377 18.244  0.00
H: 15.486 11.395 16.906  0.02
Br: 11.073 21.915 15.241  0.55
C: 13.013 21.569 15.657  -0.67
C: 13.092 21.465 17.163  -0.65
Br: 15.020 21.190 17.600  0.55
H: 13.609 22.403 15.291  0.06
H: 13.186 20.680 15.098  -0.02
H: 12.488 20.608 17.588  0.05
H: 12.913 22.402 17.658  0.04
Br: 18.600 17.240 17.597  0.64
C: 17.036 16.035 17.839  -0.63
C: 16.295 15.825 16.559  -0.63
Br: 14.440 15.155 16.918  0.64
H: 16.402 16.611 18.561  0.05
H: 17.451 15.101 18.284  0.03
H: 16.847 15.136 15.917  0.03
H: 16.186 16.757 16.074  -0.03
Br: 12.921 12.253 20.041  0.60
C: 12.572 14.240 20.078  -0.64
C: 13.666 14.856 20.877  -0.67
Br: 13.582 16.819 20.931  0.68
H: 11.618 14.143 20.577  0.02
H: 12.436 14.574 19.116  -0.03
H: 14.665 14.679 20.485  0.03
H: 13.692 14.499 21.890  0.04
Br: 20.508 15.345 9.469  0.54
C: 20.522 13.621 10.521  -0.61
C: 19.354 13.696 11.537  -0.68
Br: 19.136 11.951 12.466  0.62
H: 21.565 13.417 10.902  0.06
H: 20.283 12.847 9.755  0.06
H: 18.438 13.812 10.985  0.01
H: 19.630 14.421 12.275  0.00
Br: 22.203 17.536 20.876  0.67
C: 22.493 18.665 19.337  -0.73
C: 22.316 17.817 18.153  -0.72
Br: 22.393 18.947 16.552  0.63
H: 23.494 19.105 19.552  0.07
H: 21.742 19.479 19.349  -0.04
H: 21.308 17.347 18.100  -0.02
H: 23.028 17.026 18.065  0.05
Br: 17.917 17.746 21.434  0.59
C: 16.844 16.815 22.810  -0.61
C: 17.053 15.273 22.588  -0.68
Br: 16.252 14.132 24.052  0.55
H: 15.829 17.179 22.596  -0.01
H: 17.340 17.223 23.694  0.05
H: 18.176 15.127 22.558  0.00
H: 16.527 14.984 21.687  0.00
Br: 8.153 11.607 18.539  0.58
C: 9.662 12.380 17.519  -0.69
C: 9.146 13.212 16.284  -0.62
Br: 10.789 13.783 15.424  0.62
H: 10.342 11.580 17.192  0.05
H: 10.205 12.926 18.227  -0.03
H: 8.559 14.046 16.540  0.02
H: 8.685 12.564 15.568  0.04
Br: 19.293 22.640 15.632  0.62
C: 19.057 22.405 17.560  -0.70
C: 19.292 20.923 17.832  -0.73
Br: 19.508 20.623 19.750  0.66
H: 18.135 22.890 17.956  0.07
H: 19.846 22.943 18.086  0.04
H: 20.220 20.583 17.256  0.00
H: 18.541 20.222 17.381  0.01
Br: 13.453 11.508 14.693  0.51
C: 14.964 12.449 13.618  -0.54
C: 14.349 13.758 13.083  -0.68
Br: 15.712 14.820 12.149  0.66
H: 15.162 11.754 12.852  0.03
H: 15.809 12.688 14.270  0.01
H: 13.982 14.359 13.954  0.02
H: 13.546 13.693 12.361  0.05
C: 21.246 11.748 16.462  -0.08
O: 21.947 12.001 15.251  -0.05
C: 22.292 10.987 14.422  -0.62
O: 22.007 9.821 14.646  0.11
O: 22.881 11.462 13.346  -0.01
C: 23.305 10.425 12.400  -0.01
H: 21.972 11.343 17.178  0.10
H: 20.463 11.008 16.249  0.07
H: 20.832 12.620 16.940  0.04
H: 22.436 9.833 12.108  0.10
H: 24.045 9.741 12.867  0.11
H: 23.824 10.808 11.564  0.07

---

Max |F| across the listed records, respectively: 0.0824 0.0432 0.0301 0.0797 hartree/bohr.